No. 1
DFT (ωB97M-V/def2-TZVPD) results for a cluster of 2 separate species, C3H6O2Si in total.

```
12
Properties=species:S:1:pos:R:3
O -0.204 1.677 -1.145
Si 1.000 0.884 -0.760
C 2.410 -0.327 -0.574
O 2.227 0.896 0.410
H 3.291 -0.116 -1.097
H 2.539 -1.237 -0.032
C -1.398 -0.684 0.706
C -2.425 0.009 0.309
H -1.380 -1.502 1.356
H -0.469 -0.256 0.367
H -2.183 0.823 -0.274
H -3.408 -0.167 0.734
```

## Properties
**Structure (SMILES)**: O=[Si]1CO1.C=C
**Charge**: 0
**Energy above the lowest of the compared OMol25 structures with the same formula, charge and spin**: 2.960 eV
**Orbital gap**: 10.18 eV
**DFT total energy**: -15178.5072 eV
**Maximum force**: 0.0877 Eh/bohr
**LUMO level**: -0.334 eV


No. 2
DFT (ωB97M-V/def2-TZVPD) results for a cluster of 5 separate species, C21H39FINO10S in total.

```
74
Properties=species:S:1:pos:R:3
C -5.920 5.801 -2.915
C -4.979 5.096 -3.723
N -3.864 4.251 -4.374
C -3.451 3.208 -3.318
C -4.706 2.249 -2.835
C -5.021 2.412 -1.201
I -3.256 1.882 0.044
S -2.503 5.400 -4.440
O -2.125 5.775 -5.917
O -2.823 6.646 -3.567
F -1.085 4.657 -3.759
H -6.414 6.325 -1.963
H -3.110 3.854 -2.376
H -2.552 2.521 -3.700
H -5.698 2.416 -3.447
H -4.367 1.133 -3.079
H -5.960 1.736 -0.960
H -5.229 3.567 -0.982
C -3.373 0.382 5.848
C -3.839 -0.626 4.817
O -3.265 -0.346 3.527
C -2.057 -0.785 3.114
C -1.103 -1.341 4.131
O -1.715 -0.660 1.941
H -2.290 0.340 5.990
H -3.856 0.202 6.812
H -3.609 1.401 5.520
H -3.644 -1.659 5.120
H -4.925 -0.540 4.698
H -0.464 -0.536 4.503
H -0.481 -2.101 3.645
H -1.593 -1.841 4.965
C 3.885 -2.724 0.643
C 2.817 -3.675 0.141
O 1.906 -4.029 1.198
C 0.817 -3.310 1.544
C 0.683 -1.906 1.028
O -0.010 -3.766 2.330
H 3.454 -1.782 0.991
H 4.609 -2.505 -0.146
H 4.415 -3.162 1.497
H 2.280 -3.284 -0.729
H 3.291 -4.608 -0.183
H 1.126 -1.214 1.749
H -0.382 -1.677 0.916
H 1.130 -1.755 0.047
C 5.996 1.345 3.576
C 4.992 0.703 2.639
O 3.739 0.473 3.309
C 2.750 1.385 3.418
C 3.053 2.822 3.105
O 1.644 1.060 3.841
H 5.658 2.326 3.917
H 6.965 1.463 3.083
H 6.130 0.728 4.472
H 4.849 1.277 1.719
H 5.365 -0.281 2.334
H 3.358 3.334 4.021
H 2.144 3.292 2.715
H 3.814 2.953 2.337
C 1.761 -2.908 -6.510
C 2.537 -3.251 -5.254
O 2.155 -2.392 -4.163
C 1.111 -2.620 -3.337
C 0.090 -3.648 -3.730
O 0.958 -1.944 -2.324
H 0.687 -3.061 -6.374
H 2.096 -3.521 -7.350
H 1.898 -1.852 -6.767
H 2.446 -4.305 -4.976
H 3.602 -3.069 -5.430
H -0.714 -3.163 -4.290
H -0.323 -4.093 -2.818
H 0.499 -4.474 -4.309
```

## Properties
**Structure (SMILES)**: C#CN(CCCI)S(=O)(=O)F.CCOC(C)=O.CCOC(C)=O.CCOC(C)=O.CCOC(C)=O
**Charge**: 0
**Orbital gap**: 7.85 eV
**DFT total energy**: -66018.4223 eV
**Maximum force**: 0.2044 Eh/bohr
**LUMO level**: -1.204 eV


No. 3
DFT (ωB97M-V/def2-TZVPD) results for the molecule C3H4FNS.

```
10
Properties=species:S:1:pos:R:3
C 0.888 0.647 0.070
C -0.965 -0.359 -1.103
C 0.778 0.120 1.333
N 0.174 0.409 -0.998
F 1.614 0.546 2.277
S -1.744 -1.267 0.239
H 1.685 1.369 -0.090
H -1.745 0.294 -1.514
H -0.789 -1.109 -1.884
H 0.103 -0.650 1.670
```

## Properties
**Charge**: 0
**Energy above the lowest of the compared OMol25 structures with the same formula, charge and spin**: 3.445 eV
**Orbital gap (alpha / beta)**: 5.69 / 5.71 eV
**DFT total energy**: -18214.5530 eV
**Maximum force**: 0.0383 Eh/bohr
**LUMO level (alpha / beta)**: -2.627 / -2.624 eV


No. 4
DFT (ωB97M-V/def2-TZVPD) results for the ion C7H12ClN2S with charge +1.

```
23
Properties=species:S:1:pos:R:3
C -0.119 -1.568 0.042
C -1.843 0.938 -0.221
C 0.680 -0.607 -0.752
C -0.559 1.355 0.398
C -1.419 0.276 0.987
C 0.822 0.875 -0.058
C 1.589 1.798 -0.959
N -1.054 -1.159 0.873
N 0.138 -2.886 -0.191
S 1.861 0.472 1.479
Cl 0.113 -0.729 -2.463
H -2.686 1.670 -0.196
H -1.804 0.177 -0.971
H 1.814 -0.921 -0.670
H -0.459 2.144 1.047
H -2.084 0.386 1.931
H 1.848 2.717 -0.542
H 1.012 1.975 -1.801
H 2.592 1.411 -1.069
H -1.744 -1.635 1.425
H 0.767 -3.047 -0.899
H -0.387 -3.541 0.369
H 0.922 -0.104 2.238
```

## Properties
**2S+1**: 3
**Charge**: +1
**<S²>**: 2.01
**Energy above the lowest of the compared OMol25 structures with the same formula, charge and spin**: 0.165 eV
**Orbital gap (alpha / beta)**: 5.27 / 4.48 eV
**DFT total energy**: -33779.0352 eV
**Maximum force**: 0.0951 Eh/bohr
**LUMO level (alpha / beta)**: -3.447 / -8.577 eV


No. 5
DFT (ωB97M-V/def2-TZVPD) results for a structure of composition C27H31AuCl2N.

```
62
Properties=species:S:1:pos:R:3
Au 2.441 0.396 0.197
Cl 4.669 -0.428 0.135
C 3.337 2.165 -0.184
Cl 2.503 3.492 -0.959
H 4.241 2.127 -0.774
H 3.524 2.642 0.771
C -3.021 0.617 3.594
C -1.814 1.334 3.096
C -1.176 2.301 3.802
C 0.077 2.780 3.398
C 0.772 3.841 4.229
C 0.728 2.288 2.255
C -0.008 1.364 1.420
C -1.139 0.750 1.967
N 0.475 1.198 0.162
C -0.352 0.954 -1.061
C 0.469 1.100 -2.368
C -0.370 1.074 -3.645
C -1.073 -0.315 -3.780
C -1.853 -0.502 -2.472
C -2.984 0.484 -2.430
C -2.358 1.951 -2.432
C -1.422 2.201 -3.602
C -1.493 2.003 -1.123
C -0.974 -0.467 -1.242
H -3.646 0.218 2.784
H -3.636 1.187 4.309
H -2.803 -0.302 4.184
H -1.660 2.763 4.671
H 0.319 4.838 4.250
H 1.858 3.946 3.945
H 0.855 3.574 5.270
H 1.665 2.762 1.877
H -1.639 -0.068 1.392
H 1.181 0.249 -2.403
H 0.876 2.094 -2.268
H 0.316 1.279 -4.492
H -0.255 -1.068 -3.884
H -1.733 -0.398 -4.642
H -2.257 -1.535 -2.536
H -3.578 0.298 -1.536
H -3.752 0.372 -3.203
H -3.092 2.716 -2.458
H -0.866 3.215 -3.565
H -2.031 2.270 -4.507
H -2.188 1.864 -0.255
H -1.044 3.021 -1.123
H -0.239 -1.296 -1.345
H -1.581 -0.799 -0.396
C 1.723 -1.463 0.636
C 1.598 -2.704 0.686
C 1.740 -4.098 0.613
C 2.209 -4.681 -0.610
C 2.538 -5.978 -0.665
C 2.324 -6.799 0.478
C 1.664 -6.313 1.601
C 1.402 -4.926 1.691
H 2.421 -3.990 -1.424
H 2.912 -6.452 -1.590
H 2.826 -7.730 0.501
H 1.357 -6.977 2.446
H 1.017 -4.441 2.614
```

## Properties
**Charge**: -1
**Orbital gap**: 7.20 eV
**DFT total energy**: -58728.9245 eV
**Maximum force**: 0.0796 Eh/bohr
**LUMO level**: 2.778 eV


No. 6
DFT (ωB97M-V/def2-TZVPD) results for a cluster of 2 separate species, C5H10O in total.

```
16
Properties=species:S:1:pos:R:3
O -1.634 -0.219 0.948
C -1.200 -0.255 -0.336
C -0.044 -1.096 -0.614
C 0.906 -1.415 0.353
C 1.326 1.192 0.376
C 0.227 1.758 -0.168
H -2.579 -0.025 0.974
H -1.897 0.019 -1.125
H -1.061 -1.748 -0.671
H 0.266 -1.043 -1.659
H 1.805 -1.946 0.059
H 0.633 -1.431 1.402
H 1.438 1.086 1.451
H 2.206 0.965 -0.216
H -0.576 2.149 0.451
H 0.184 2.009 -1.225
```

## Properties
**Charge**: 0
**Energy above the lowest of the compared OMol25 structures with the same formula, charge and spin**: 5.274 eV
**Orbital gap**: 7.34 eV
**DFT total energy**: -7389.4917 eV
**Maximum force**: 0.0043 Eh/bohr
**LUMO level**: 0.546 eV